(1)
Entry from the Open Molecules 2025 dataset: a 2-piece molecular cluster, C4H10OS overall (wB97M-V/def2-TZVPD).

```
16
Properties=species:S:1:pos:R:3:forces:R:3
C 2.893545 0.959289 1.457655 1.2133 1.3646 0.5621
C 1.483710 1.025375 0.904981 0.6320 -1.6665 -4.3718
O 1.360449 1.059347 -0.376946 -0.1771 0.3789 5.6608
H 3.637916 1.156586 0.651910 -0.7037 -0.8542 0.2910
H 3.081171 0.043874 2.053762 -0.2374 0.1265 -0.7507
H 3.230548 1.741950 2.184528 -1.0785 -0.2086 -0.2551
H 0.655121 0.695897 1.627935 0.5367 0.9440 -1.1294
C -1.428839 -0.374128 -0.068844 -1.6993 -0.2830 -0.1868
C -2.505869 -0.830426 -1.176395 0.2979 0.7773 -0.5646
S -1.834074 -1.031232 -3.001581 0.3324 -0.4091 2.4664
H -1.806201 -0.115991 0.976174 -0.3876 0.3861 -1.7077
H -0.795758 0.364819 -0.528595 -0.2022 0.8032 0.1220
H -0.713947 -1.079929 0.258171 0.6878 -1.7399 -0.4274
H -3.164734 -1.698368 -1.028296 0.7842 0.0620 0.4777
H -3.224579 -0.013746 -1.356295 0.4104 -0.0646 0.3304
H -0.868463 -1.903320 -2.578165 -0.4091 0.3832 -0.5170
```
Forces are in eV/Å.

## Properties
Gap between HOMO and LUMO, eV: 9.340
Net charge: 0
Energy relative to the best compared isomer or geometry (same formula, charge and spin), kJ/mol: 181.7
SMILES: CC=O.CCS

Atomic charges from the Löwdin analysis, expressed in e, are listed below: -0.085, -0.231, -0.036, 0.087, 0.083, 0.081, 0.126, -0.165, -0.503, 0.583, 0.087, 0.022, 0.030, 0.043, 0.038, -0.159

=====

(2)
Entry from the Open Molecules 2025 dataset: C4H5F3KO2 as an isolated structure (wB97M-V/def2-TZVPD).

```
15
Properties=species:S:1:pos:R:3:forces:R:3
K 1.367498 -4.437365 -0.442134 -0.0974 0.3871 -0.0133
C -1.713766 1.492354 1.218042 -0.1438 -0.0628 0.1091
C -0.841257 0.269264 1.091822 -0.8498 -0.5906 0.1983
O 0.100521 0.492631 0.019738 0.3624 0.4927 -0.3175
C 0.679555 -0.521940 -0.537071 0.1273 0.0061 0.3783
O 0.520525 -1.685186 -0.250969 0.0916 -0.7068 0.0078
C 1.677864 -0.140023 -1.654852 -1.0303 -0.3297 -0.4119
F 2.836133 -0.737382 -1.431898 0.5931 -0.2208 0.1949
F 1.180198 -0.625864 -2.807844 0.0292 -0.1169 -0.0280
F 1.846184 1.144127 -1.795421 0.2408 0.7028 0.1175
H -2.327035 1.589110 0.322782 0.1934 0.2473 -0.0940
H -1.140545 2.395831 1.412842 0.0154 0.0225 -0.1483
H -2.424148 1.368735 2.036628 0.1637 -0.1371 0.1079
H -1.458753 -0.591233 0.821032 0.1098 0.0233 -0.0301
H -0.302975 -0.013060 1.997305 0.1946 0.2828 -0.0705
```
Forces are in eV/Å.

## Properties
Gap between HOMO and LUMO, eV: 10.941
Net charge: +1
Energy relative to the best compared isomer or geometry (same formula, charge and spin), kJ/mol: 0.0

Atomic charges from the Löwdin analysis, expressed in e, are listed below: 0.981, -0.049, -0.180, 0.075, -0.397, 0.045, -0.576, 0.184, 0.164, 0.223, 0.089, 0.088, 0.090, 0.127, 0.137

=====

(3)
Entry from the Open Molecules 2025 dataset: C29H32N2O2ReSe2Si as an isolated structure (wB97M-V/def2-TZVPD).

```
69
Properties=species:S:1:pos:R:3:forces:R:3
Re -0.061132 -1.145353 -0.035059 -0.0015 -0.4576 -0.2779
C -2.341249 0.925720 -0.870077 0.0180 -0.0177 -0.0304
N -1.964258 -0.395641 -0.353280 -0.2321 0.0311 0.0039
C -2.936861 -1.177771 0.034754 -0.0467 0.0467 -0.1116
C -2.641341 -2.467262 0.526297 -0.0218 -0.0903 -0.0100
C -3.438386 -3.530742 0.950561 -0.0259 0.0968 0.0165
C -2.557835 -4.546474 1.325723 0.1384 -0.0070 0.0110
C -1.267373 -4.049039 1.118405 -0.1094 -0.0497 0.0017
N -1.305080 -2.800840 0.621244 -0.1181 0.4406 0.0989
C -3.038397 1.834200 0.118769 -0.0080 -0.0182 0.0445
C -3.852514 2.851826 -0.368252 -0.0056 -0.0066 -0.0140
C -4.457251 3.751658 0.496335 0.0199 0.0297 0.0062
C -4.255125 3.642209 1.864769 -0.0066 -0.0404 -0.0038
C -3.441134 2.633055 2.356998 -0.1874 -0.1327 -0.0136
C -2.836479 1.734026 1.490313 -0.1299 -0.1037 -0.0038
H -2.975009 0.796081 -1.753457 -0.0102 0.0146 0.0119
H -1.421056 1.405011 -1.204678 -0.0238 -0.0095 0.0310
H -3.968442 -0.835679 -0.024449 -0.0050 0.0064 0.0100
H -4.516331 -3.548885 0.985789 0.0004 -0.0034 0.0071
H -2.809719 -5.521210 1.710343 -0.0022 -0.0025 -0.0061
H -0.329663 -4.548296 1.306423 0.0065 -0.0342 0.0150
H -4.013222 2.940210 -1.437196 -0.0104 0.0008 -0.0033
H -5.089496 4.536525 0.101074 -0.0055 -0.0014 -0.0047
H -4.726255 4.342234 2.542564 -0.0053 0.0055 0.0050
H -3.262721 2.548900 3.421330 -0.0247 -0.0178 -0.0398
H -2.184105 0.967695 1.888324 -0.0123 -0.0164 0.0001
O 3.165254 -5.683769 -2.081943 0.0034 0.0007 0.0003
C 2.839678 -5.173588 -0.801612 -0.0087 0.0192 -0.0276
C 2.571384 -3.661239 -0.910492 0.1511 -0.0323 -0.0054
C 2.336339 -3.227418 0.547773 0.0382 -0.0460 0.0532
O 1.751614 -1.945469 0.785650 0.4398 -0.0890 0.1499
C 3.794587 -2.977744 -1.531379 -0.0462 0.0963 0.0511
Se 3.417556 -1.101733 -1.978802 0.0440 -0.1015 -0.0581
C 1.388949 -3.450553 -1.845960 0.0112 -0.0866 0.0843
Se 0.993893 -1.545845 -2.101826 -0.1416 0.5342 0.1538
H 3.370821 -6.619276 -2.004272 -0.0109 -0.0023 0.0001
H 3.659795 -5.345061 -0.093009 0.0056 0.0116 -0.0029
H 1.939626 -5.660710 -0.407163 0.0063 -0.0104 0.0016
H 3.298647 -3.251846 1.065261 -0.0230 -0.0037 0.0343
H 1.676803 -3.940562 1.041123 -0.0553 -0.0066 -0.0415
H 2.417442 -1.227864 0.762367 0.0480 -0.0547 -0.0798
H 4.088083 -3.499732 -2.437116 -0.0030 -0.0139 0.0004
H 4.634447 -2.984321 -0.834452 0.0016 0.0049 0.0023
H 0.459863 -3.874112 -1.463984 0.0113 -0.0331 0.0054
H 1.623820 -3.885768 -2.816128 -0.0318 0.0437 -0.0254
C -0.778450 3.924239 3.229917 0.1466 0.0634 -0.0219
C -0.780536 4.220122 1.874951 0.2146 0.0615 -0.0175
C -0.157053 3.363784 0.975984 0.0471 0.0774 0.0218
C 0.467985 2.189502 1.400958 -0.0213 -0.0027 0.0495
C 0.451440 1.910586 2.771811 -0.0037 -0.0111 -0.0645
C -0.155088 2.767311 3.679043 -0.0284 0.0130 0.0201
Si 1.194920 0.931197 0.179762 -0.0008 -0.1401 0.0738
C 1.802961 1.984505 -1.278163 -0.0721 0.0018 -0.0871
C 1.107903 2.006002 -2.489662 0.0520 0.0244 0.0182
C 1.533388 2.782068 -3.562822 -0.0113 -0.0018 0.0220
C 2.675487 3.557380 -3.440947 -0.0038 0.0062 -0.0066
C 3.378682 3.561716 -2.242369 0.0000 0.0079 0.0047
C 2.941084 2.790173 -1.176926 0.0220 -0.0450 0.0162
H -1.259817 4.592133 3.933510 -0.0074 0.0037 0.0080
H -1.267498 5.119293 1.517553 -0.0121 -0.0102 -0.0093
H -0.157962 3.616254 -0.080177 -0.0009 0.0116 0.0039
H 0.930171 1.006014 3.136395 0.0060 0.0053 0.0135
H -0.146113 2.532885 4.736973 0.0094 -0.0018 0.0035
H 2.510679 0.539516 0.876553 -0.0152 0.1125 -0.0321
H 0.208359 1.407565 -2.596852 0.0465 -0.0564 -0.0555
H 0.975546 2.779117 -4.491286 -0.0041 -0.0056 0.0004
H 3.016894 4.158930 -4.274024 0.0014 -0.0026 -0.0011
H 4.269962 4.168885 -2.141276 -0.0008 0.0006 0.0024
H 3.498857 2.805282 -0.246510 0.0054 -0.0058 -0.0028
```
Forces are in eV/Å.

## Properties
Gap between HOMO and LUMO (alpha / beta), eV: 6.911 / 6.338
Net charge: 0
Energy relative to the best compared isomer or geometry (same formula, charge and spin), kJ/mol: 0.0
⟨S²⟩: 0.772
2S+1: 2

Atomic charges from the Löwdin analysis, expressed in e, are listed below: 0.845, -0.166, -0.179, -0.071, -0.336, -0.041, -0.091, -0.163, -0.098, -0.220, -0.046, -0.084, -0.091, -0.091, -0.052, 0.126, 0.079, 0.147, 0.103, 0.089, 0.086, 0.111, 0.101, 0.102, 0.106, 0.108, -0.046, -0.214, -0.569, -0.170, -0.325, -0.484, 0.675, -0.412, 0.662, 0.098, 0.136, 0.130, 0.143, 0.111, 0.001, 0.064, 0.076, 0.073, 0.084, -0.118, -0.098, -0.108, -0.327, -0.128, -0.099, 0.512, -0.370, -0.150, -0.089, -0.096, -0.089, -0.111, 0.103, 0.106, 0.103, 0.094, 0.099, -0.006, 0.066, 0.100, 0.098, 0.099, 0.102

=====

(4)
Entry from the Open Molecules 2025 dataset: one molecule with the formula C5H9NO (wB97M-V/def2-TZVPD).

```
16
Properties=species:S:1:pos:R:3:forces:R:3
C -2.767913 -0.092605 0.313988 -0.4868 0.1231 -0.1363
C -1.671425 0.127352 -0.352702 2.4009 -0.3720 0.0974
C -0.323740 0.271838 -0.453948 -3.9198 0.1253 -2.6526
O 0.194300 1.369589 -1.131598 0.4489 -0.4460 0.3891
N 0.557198 -0.707946 -0.019947 -1.4554 3.2230 2.3447
C 1.672241 -0.973157 -0.901928 0.8104 0.4329 0.3357
C 0.789726 0.274871 1.301190 2.7928 -2.5560 0.0602
H -2.891928 0.176920 1.360369 0.0663 0.0310 0.0441
H -3.630521 -0.532383 -0.172877 -0.1378 0.0193 0.0413
H -0.541181 1.917006 -1.428414 -0.0362 -0.1025 0.0542
H 2.339121 -0.115445 -1.057218 -0.1054 0.0038 -0.0020
H 2.263440 -1.774622 -0.460467 -0.0379 -0.1086 -0.1947
H 1.276727 -1.264605 -1.878669 -0.0125 -0.1238 0.2108
H 1.696870 0.844339 1.090288 0.0013 -0.0544 0.1244
H 0.061200 0.959778 1.734350 -0.6708 -0.3720 -1.0590
H 0.975885 -0.480933 2.057584 0.3420 0.1768 0.3427
```
Forces are in eV/Å.

## Properties
Gap between HOMO and LUMO, eV: 8.732
Net charge: 0
Energy relative to the best compared isomer or geometry (same formula, charge and spin), kJ/mol: 459.7
SMILES: C=C=C(O)N(C)C

Atomic charges from the Löwdin analysis, expressed in e, are listed below: -0.024, -0.050, -0.498, 0.032, -0.089, -0.090, 0.016, 0.051, 0.041, 0.109, 0.082, 0.082, 0.098, 0.077, 0.091, 0.072

=====

(5)
Entry from the Open Molecules 2025 dataset: a 3-piece molecular cluster, C3H14NO2 overall (wB97M-V/def2-TZVPD).

```
20
Properties=species:S:1:pos:R:3:forces:R:3
C -2.233493 0.053180 -0.569933 2.3223 1.7328 0.7067
C -1.450645 0.901349 0.466793 0.0502 2.2678 0.0452
N -1.158428 0.154802 1.788877 0.7171 0.2090 -1.4969
C -0.113384 0.957188 2.592039 -0.3207 -2.8306 0.7635
H -3.228165 0.248954 -0.451929 -2.7486 0.7197 -0.2823
H -1.848107 0.215576 -1.567156 -0.2264 0.4470 -0.1755
H -2.144518 -0.969498 -0.433586 0.6056 -2.1420 0.6500
H -0.517248 1.351369 0.024701 -0.4802 -1.3729 0.7252
H -1.917585 1.923596 0.811872 0.0323 -2.2179 -0.6306
H -0.782088 -0.784317 1.529529 -0.0534 1.0260 0.0791
H -2.063945 -0.043123 2.241068 0.5852 0.4948 0.2358
H 0.509184 0.208366 3.161325 -0.7932 0.9672 -0.4073
H -0.617025 1.631142 3.239678 -0.4019 0.4850 0.5540
H 0.516036 1.462948 1.912392 0.4846 0.4382 -0.8101
H 4.522048 -2.293386 -5.140998 0.3615 0.0152 -0.5965
H 4.447515 -0.686071 -5.409484 -0.2755 -2.1245 0.9772
O 4.198997 -1.459223 -4.811747 -0.1026 2.1178 -0.3549
H 1.338267 -1.390668 0.856780 1.5343 -1.6613 1.4612
H 1.633674 -0.639278 -0.494807 -2.4989 -0.8087 2.5755
O 0.908909 -0.842906 0.254584 1.2084 2.2374 -4.0193
```
Forces are in eV/Å.

## Properties
Gap between HOMO and LUMO, eV: 10.232
Net charge: +1
Energy relative to the best compared isomer or geometry (same formula, charge and spin), kJ/mol: 188.3

Atomic charges from the Löwdin analysis, expressed in e, are listed below: -0.039, -0.182, -0.008, 0.018, 0.049, 0.096, 0.057, 0.120, 0.163, 0.145, 0.184, 0.123, 0.088, 0.073, 0.019, 0.075, -0.094, 0.010, 0.165, -0.062

=====

(6)
Entry from the Open Molecules 2025 dataset: a 2-piece molecular cluster, C5H12O2 overall (wB97M-V/def2-TZVPD).

```
19
Properties=species:S:1:pos:R:3:forces:R:3
C 1.390773 -1.189822 -0.819295 0.0126 0.1764 -0.0132
C 1.280221 0.133610 -0.794566 0.0505 -0.1981 -0.0189
C 1.115559 0.954023 0.457610 0.1286 0.1429 -0.1780
C 0.177690 2.138458 0.246407 -0.0432 0.0253 -0.0134
O 0.632785 0.090487 1.489732 -0.0124 0.0940 0.2473
H 1.363133 -1.775607 0.094625 -0.0175 0.0800 -0.1004
H 1.505880 -1.728182 -1.755510 0.0005 0.1052 0.1113
H 1.311905 0.703868 -1.721630 0.0226 -0.0696 0.1140
H 2.109616 1.328872 0.752639 -0.1307 -0.0381 -0.0495
H -0.819929 1.778261 -0.023974 0.1383 0.0825 0.0252
H 0.107565 2.743899 1.158275 0.0000 -0.1002 -0.1173
H 0.552446 2.788014 -0.552251 -0.0351 -0.1100 0.1044
H 0.539775 0.615499 2.295119 0.0227 -0.1190 -0.0996
C -2.027577 -1.685317 -0.320563 -0.1400 -0.3917 -0.1994
O -1.907921 -0.416259 0.273611 0.1829 0.0704 0.1832
H -2.271080 -2.470768 0.411411 0.0329 0.1417 -0.0815
H -2.842843 -1.637279 -1.047666 0.0815 -0.0124 0.0942
H -1.114452 -1.985267 -0.853836 -0.1453 0.0835 0.0745
H -1.081838 -0.400511 0.786561 -0.1490 0.0369 -0.0829
```
Forces are in eV/Å.

## Properties
Gap between HOMO and LUMO, eV: 10.534
Net charge: 0
Energy relative to the best compared isomer or geometry (same formula, charge and spin), kJ/mol: 163.2
SMILES: C=C[C@@H](C)O.CO

Atomic charges from the Löwdin analysis, expressed in e, are listed below: 0.003, -0.129, -0.437, -0.049, -0.067, 0.070, 0.063, 0.109, 0.144, 0.076, 0.082, 0.084, 0.108, -0.171, -0.133, 0.078, 0.078, 0.057, 0.034